{
  "formula": "C15H37B2Cl6CoF8NO4",
  "method": "ωB97M-V/def2-TZVPD",
  "e_lumo_ev": [0.07, 0.07],
  "largest_force_ev_per_a": 3.3,
  "homo_lumo_gap_ev": [8.01, 7.83],
  "spin_multiplicity": 4,
  "e_homo_ha": [-0.2917, -0.2854],
  "symbols": ["Co", "C", "O", "C", "C", "N", "H", "H", "C", "C", "O", "C", "H", "H", "H", "H", "H", "H", "H", "H", "H", "H", "H", "H", "H", "H", "C", "O", "H", "H", "H", "B", "H", "H", "H", "H", "B", "H", "H", "H", "H", "C", "C", "C", "F", "F", "F", "F", "O", "C", "C", "F", "F", "F", "F", "H", "H", "H", "H", "C", "Cl", "Cl", "H", "H", "C", "Cl", "Cl", "H", "H", "C", "Cl", "Cl", "H", "H"],
  "coordinates": [[-0.6009, 2.5314, 0.0581], [-0.0975, -0.4484, -3.7398], [-0.5276, -0.6133, -2.4083], [-0.9943, -1.9115, -2.1098], [-1.4786, -1.9979, -0.6718], [-2.6116, -0.9944, -0.5064], [-2.2636, -0.1396, -0.9428], [-3.3495, -1.2643, -1.1578], [-3.1978, -0.7835, 0.8609], [-3.6623, -2.0845, 1.5024], [-4.3192, -2.9225, 0.5503], [-5.0895, -3.9029, 1.2374], [0.7343, -1.1080, -3.9942], [0.1458, 0.5896, -3.9576], [-0.9369, -0.6517, -4.4175], [-0.1971, -2.6548, -2.2110], [-1.7908, -2.0956, -2.8414], [-0.7493, -1.7617, 0.1010], [-1.9064, -2.9733, -0.4445], [-3.9865, -0.0420, 0.7409], [-2.4206, -0.2550, 1.4144], [-4.2689, -1.7669, 2.3560], [-2.8521, -2.6466, 1.9749], [-4.5556, -4.5949, 1.8898], [-5.5532, -4.4642, 0.4253], [-5.9010, -3.3906, 1.7594], [1.7211, 2.9923, -2.3997], [0.6752, 3.0596, -1.4929], [2.4143, 3.8377, -2.3027], [2.3102, 2.0869, -2.2077], [1.3338, 2.9840, -3.4263], [0.2251, 0.8621, 1.0482], [0.0380, 0.6888, -0.0383], [0.3716, -0.1248, 1.6011], [1.1047, 1.5967, 1.1373], [-0.6714, 1.3585, 1.4895], [-2.6137, 2.2097, -0.6295], [-2.5422, 2.0263, 0.5078], [-2.2166, 3.2725, -0.8426], [-1.9210, 1.4716, -1.1755], [-3.6819, 2.0781, -1.0095], [3.2614, -0.1969, -0.9825], [3.0092, -1.5281, -0.2451], [3.2014, -1.2171, 1.2433], [3.2471, -2.3594, 2.0004], [4.3078, -0.5204, 1.5927], [1.7164, -1.9023, -0.4205], [3.7896, -2.5313, -0.6729], [3.1525, -0.3681, -2.3964], [4.3247, -0.2185, -3.1063], [4.0336, -0.4265, -4.5939], [5.1548, -0.3674, -5.3184], [3.3734, -1.5792, -4.8426], [4.8538, 0.9861, -2.8197], [5.2149, -1.1478, -2.6806], [4.2510, 0.1727, -0.7043], [2.6703, 0.6214, -0.5677], [2.3393, -0.6759, 1.6348], [3.2985, 0.3475, -4.8335], [-3.7021, 2.7551, 3.3221], [-2.3846, 1.6255, 3.7161], [-5.1987, 1.8416, 3.0842], [-3.8082, 3.4364, 4.1599], [-3.4663, 3.2971, 2.4116], [3.1869, 2.7110, 2.7120], [4.6510, 2.5862, 3.7121], [3.6738, 2.6520, 0.9925], [2.5473, 1.8382, 2.8021], [2.6455, 3.6321, 2.8967], [0.4755, -0.1701, 4.4472], [-0.6289, -1.5175, 4.0893], [2.1183, -0.7347, 4.5682], [0.3961, 0.6065, 3.6903], [0.1777, 0.2991, 5.3820]],
  "atomic_forces_ev_per_a": [[1.6486, -0.4079, -2.8666], [-0.6499, -0.1547, -0.6651], [0.2012, 0.2968, 0.9391], [0.5285, 0.3172, -0.1880], [-0.9817, 0.4550, 0.2644], [0.0307, -0.9295, -0.7023], [0.1712, 0.8984, 0.4883], [-0.1994, -0.3018, 0.2281], [0.6160, 0.2590, -0.5790], [0.5200, 0.2591, -0.0288], [0.4335, 0.5908, 1.1450], [-1.0204, 0.1260, -1.2275], [0.1004, 0.0229, 0.1083], [0.2739, 0.0494, 0.6311], [-0.0007, -0.3200, -0.0794], [-0.0239, -0.0707, -0.2308], [-0.2070, -0.6199, 0.2131], [0.2868, 0.1716, -0.3299], [0.0903, -0.0803, -0.2036], [-0.2202, -0.2515, -0.1049], [0.0168, -0.3614, 0.3549], [-0.5502, -0.1919, -0.1883], [0.3361, 0.0460, -0.2361], [0.3838, 0.3016, 0.0293], [-0.0068, -0.2637, 0.2189], [0.0873, -0.1619, 0.3459], [-0.3685, -0.2599, 0.9359], [-1.5399, 0.1916, 1.7238], [0.0007, 0.1329, -0.0579], [0.1638, -0.0916, -0.4112], [0.1411, -0.1006, -0.1643], [1.6646, -0.4068, 0.8795], [-0.4220, -0.5745, -2.8524], [0.1139, -1.3232, 0.7496], [1.5470, 0.8104, 0.3402], [-2.5464, 1.3786, 1.5160], [-0.5648, 0.2236, -0.0651], [-0.0714, -0.3710, 1.8951], [0.3176, 1.8914, -0.5507], [1.2397, -1.0280, -0.8564], [-1.4993, -0.0547, -0.4058], [1.1481, -0.2845, 0.1308], [0.5623, 1.8323, -0.0647], [-0.7888, -0.6737, 2.0663], [0.0606, -0.2725, -0.6669], [0.2550, -0.0078, -0.8724], [-0.2135, -0.3720, 0.0586], [0.0493, 0.0021, 0.0013], [-0.2014, 0.1803, -0.4224], [-0.5143, -1.2667, 1.7800], [-1.4259, 1.1833, 0.2074], [0.0266, -0.0322, 0.0119], [0.5403, -0.4851, 0.3141], [0.2748, 0.1000, -0.7490], [0.4144, 0.0925, -0.1746], [0.2663, -0.4908, -0.1888], [-0.8891, -0.3554, -0.4953], [-0.0471, 0.2393, -0.4659], [0.4631, 0.3916, -0.5197], [0.1305, -0.1531, 0.1395], [-0.0494, 0.2223, -0.0277], [-0.0712, 0.1969, -0.0380], [-0.1522, -0.1012, -0.0198], [0.0385, -0.1976, -0.0414], [0.4495, -0.4750, -0.7876], [-0.5716, 0.0534, 0.1267], [-0.0472, 0.4664, 0.0288], [0.1145, 0.0395, 0.5390], [0.2059, 0.0312, 0.0861], [-0.4806, 0.5381, 0.2864], [-0.0608, 0.2535, -0.0403], [0.4482, 0.0498, -0.0113], [0.0232, -0.4052, -0.3493], [0.0010, -0.3968, 0.1458]],
  "lowdin_spin": [2.686, 0.000, 0.001, 0.000, 0.001, 0.001, 0.002, 0.000, 0.001, 0.000, 0.000, 0.000, 0.000, 0.000, 0.000, 0.000, 0.000, 0.000, 0.000, 0.000, 0.000, 0.000, 0.000, 0.000, 0.000, 0.000, 0.013, 0.112, 0.001, 0.002, 0.003, 0.049, 0.019, 0.009, 0.005, 0.012, 0.039, 0.013, 0.002, 0.015, 0.009, 0.001, 0.000, 0.001, 0.000, 0.000, 0.000, 0.000, 0.000, 0.000, 0.000, 0.000, 0.000, 0.000, 0.000, 0.000, 0.000, 0.001, 0.000, 0.000, 0.000, 0.000, 0.000, 0.000, 0.000, 0.000, -0.001, 0.000, 0.000, 0.001, 0.000, 0.000, 0.001, 0.000]
}